15 unconnected molecules or ions with the total composition C46H110N2O31 in a non-equilibrium geometry. Source: OMol25; level of theory: ωB97M-V/def2-TZVPD.

Values from the calculation:
- net charge = 0
- spin multiplicity = 1
- M (g mol⁻¹) = 1187.37
- HOMO-LUMO gap (eV) = 9.66

Cartesian coordinates (Å):
C  0.2859  -3.1900  0.9542
C  1.7831  -3.3136  0.8278
O  2.4457  -2.3462  1.6438
C  3.4866  -2.7440  2.3786
O  3.8574  -3.8719  2.5341
O  4.1183  -1.7033  2.9140
C  3.5037  -0.4148  2.8880
H  -0.0198  -3.3243  1.9930
H  -0.2098  -3.9298  0.3293
H  -0.0318  -2.1997  0.6350
H  2.0804  -3.1197  -0.2003
H  2.1200  -4.3161  1.0974
H  3.6569  0.0127  1.9002
H  4.0313  0.1893  3.6217
H  2.4491  -0.4431  3.1512
C  4.5030  3.9823  -2.2837
C  5.9811  3.8927  -2.5442
O  6.2769  3.1240  -3.7072
C  6.3363  3.8128  -4.8486
O  6.0786  4.9733  -5.0020
O  6.7394  2.9755  -5.8079
C  6.7319  3.5271  -7.1164
H  3.9764  4.5055  -3.0876
H  4.3002  4.5178  -1.3555
H  4.0270  2.9983  -2.2419
H  6.4687  3.4265  -1.6885
H  6.3940  4.8981  -2.6252
H  6.9994  2.7315  -7.8053
H  7.4929  4.3055  -7.2244
H  5.7682  3.9638  -7.3701
C  -2.5875  1.4820  -4.4508
C  -1.1431  1.9321  -4.4471
O  -0.9536  2.6096  -3.1830
C  0.0966  3.4127  -3.0497
O  0.8859  3.7001  -3.9079
O  0.0867  3.8120  -1.7844
C  0.9809  4.8256  -1.3320
H  -3.2561  2.3135  -4.2455
H  -2.7561  0.6415  -3.7865
H  -2.8099  1.1828  -5.4818
H  -0.9265  2.6089  -5.2719
H  -0.4368  1.1003  -4.4799
H  0.3824  5.4444  -0.6721
H  1.4498  5.4039  -2.1263
H  1.7814  4.3446  -0.7707
C  -3.6681  4.2319  -1.2598
C  -5.0551  3.8548  -1.7150
O  -5.1040  2.5622  -2.3373
C  -5.0121  1.4977  -1.5538
O  -5.0180  1.5104  -0.3414
O  -5.0132  0.4231  -2.3161
C  -4.9832  -0.8594  -1.6593
H  -2.9835  4.2641  -2.1089
H  -3.2695  3.5480  -0.5122
H  -3.6676  5.2374  -0.8324
H  -5.3569  4.5175  -2.5233
H  -5.7807  3.9375  -0.9064
H  -5.8748  -0.9904  -1.0496
H  -4.0976  -1.0248  -1.0464
H  -5.0029  -1.5638  -2.4855
C  -4.7369  -2.4494  4.8429
C  -3.5775  -3.0817  5.5884
O  -2.3824  -2.8275  4.8329
C  -1.2577  -3.2753  5.3900
O  -1.1933  -3.8154  6.4609
O  -0.2577  -2.9932  4.5652
C  1.0321  -3.4847  4.9206
H  -4.9756  -2.9480  3.9001
H  -4.5307  -1.4032  4.6254
H  -5.6345  -2.5777  5.4511
H  -3.7178  -4.1393  5.7920
H  -3.4594  -2.5321  6.5262
H  1.4404  -4.0540  4.0875
H  0.9872  -4.0900  5.8203
H  1.6980  -2.6354  5.0861
C  -2.5391  -4.6268  -1.7038
C  -3.5687  -5.5711  -1.1099
O  -4.8120  -5.5527  -1.8309
C  -5.7024  -4.6411  -1.4636
O  -5.5429  -3.7341  -0.6901
O  -6.8349  -4.8912  -2.1170
C  -7.9349  -4.0385  -1.8017
H  -2.1675  -5.0128  -2.6551
H  -1.6749  -4.5944  -1.0303
H  -2.8604  -3.5932  -1.7991
H  -3.7563  -5.3555  -0.0563
H  -3.2029  -6.5934  -1.1587
H  -7.9116  -3.7353  -0.7603
H  -8.8296  -4.5816  -2.0884
H  -7.9013  -3.1467  -2.4362
C  2.4410  7.3585  1.4494
C  1.8241  7.1543  2.8210
O  0.4023  7.0220  2.8080
C  -0.0600  5.8459  2.4128
O  0.5994  4.9518  1.9453
O  -1.3891  5.8604  2.5074
C  -2.0404  4.6554  2.1177
H  2.1135  6.6279  0.7116
H  3.5260  7.2971  1.5543
H  2.2248  8.3501  1.0471
H  2.0213  8.0496  3.4119
H  2.3055  6.3347  3.3565
H  -1.7214  4.2911  1.1424
H  -3.1036  4.8727  2.0312
H  -1.9466  3.8777  2.8756
C  -3.1893  -2.7829  1.4373
O  -2.5463  -1.6270  0.9756
C  -2.8759  -0.4811  1.7530
C  -2.0796  0.7032  1.3107
N  -0.6478  0.6049  1.5553
C  0.0027  1.7150  0.9022
C  1.5079  1.6296  0.8614
O  1.8649  0.4118  0.2163
C  2.7506  0.5644  -0.8711
H  -4.2768  -2.6866  1.5583
H  -2.7931  -3.1041  2.4103
H  -2.9994  -3.5887  0.7290
H  -2.7156  -0.7281  2.8110
H  -3.9485  -0.2736  1.6350
H  -2.5062  1.5485  1.8568
H  -2.2700  0.8859  0.2402
H  -0.2947  -0.2831  1.2142
H  -0.2236  2.6335  1.4498
H  -0.3340  1.8712  -0.1359
H  1.9203  1.6727  1.8750
H  1.8457  2.4639  0.2415
H  3.7208  0.9745  -0.5691
H  2.2792  1.2096  -1.6240
H  2.9272  -0.4288  -1.2834
C  -0.3673  -7.6125  -1.0182
O  0.6512  -6.7998  -0.4581
C  1.7853  -6.6351  -1.2939
C  1.5052  -5.8905  -2.5767
N  1.2074  -4.5048  -2.3077
C  0.9504  -3.7328  -3.5341
C  0.6832  -2.2909  -3.2069
O  -0.5388  -2.1757  -2.4954
C  -0.7371  -0.8486  -2.0571
H  0.0312  -8.5879  -1.3214
H  -0.8424  -7.1089  -1.8604
H  -1.0743  -7.7884  -0.2091
H  2.2138  -7.6217  -1.5149
H  2.4916  -6.0662  -0.6893
H  0.7205  -6.3931  -3.1639
H  2.4003  -5.9945  -3.2009
H  0.3250  -4.4301  -1.8068
H  0.1063  -4.1391  -4.1098
H  1.8314  -3.7814  -4.1817
H  0.6554  -1.6840  -4.1247
H  1.4877  -1.8459  -2.6012
H  -1.7900  -0.6999  -1.8291
H  -0.4039  -0.1081  -2.7920
H  -0.1682  -0.6681  -1.1355
C  -1.6574  0.8026  4.9986
O  -0.3629  0.8921  4.4267
H  -1.5778  0.9625  6.0759
H  -2.3518  1.5351  4.5768
H  -2.0638  -0.2104  4.9007
H  -0.4519  0.8162  3.4509
C  -5.8517  2.2503  3.0434
O  -4.6594  2.4757  2.3145
H  -5.6990  2.5672  4.0759
H  -6.6798  2.8521  2.6520
H  -6.1410  1.1943  3.0668
H  -4.8026  2.1561  1.4096
C  5.3148  -0.0602  -3.0851
O  5.2308  -1.3721  -3.5883
H  4.5189  0.5699  -3.5142
H  5.1949  -0.0274  -1.9986
H  6.2538  0.4091  -3.3712
H  4.6413  -1.8991  -3.0244
C  4.6845  -3.9921  -1.4718
O  3.7536  -3.0426  -1.9683
H  5.6942  -3.6037  -1.5624
H  4.4918  -4.2367  -0.4208
H  4.6148  -4.9291  -2.0367
H  2.8963  -3.4926  -2.0551
C  1.9340  3.4103  4.6765
O  2.2140  2.0618  4.9677
H  1.2683  3.8768  5.4111
H  2.8544  4.0055  4.6858
H  1.5588  3.5339  3.6555
H  1.4066  1.5724  4.7464
C  4.8970  2.8842  1.7089
O  6.0176  3.5999  1.1704
H  4.0296  3.0089  1.0731
H  5.1450  1.8253  1.8332
H  4.7135  3.2582  2.7227
H  6.7984  3.3950  1.6897

Cartesian forces, eV/Å:
0.210 0.395 0.382
-0.081 -0.639 -0.365
-0.216 0.184 0.087
-0.039 0.382 -0.327
0.123 -0.355 0.017
0.038 -0.346 0.625
0.342 0.399 -0.103
-0.124 -0.045 -0.034
0.043 -0.066 0.031
-0.135 -0.050 -0.067
0.112 0.067 0.041
0.038 0.078 0.080
-0.316 0.073 -0.043
0.013 -0.094 0.074
-0.033 -0.103 -0.113
-0.833 -0.058 -0.455
-0.091 0.538 0.848
0.258 0.004 -0.132
0.066 -0.424 -0.001
-0.077 0.328 0.003
-0.149 -0.155 0.101
0.449 0.421 -0.480
0.187 0.105 0.013
0.143 -0.055 0.079
0.208 -0.058 0.200
0.111 -0.305 -0.244
0.080 -0.051 -0.248
-0.193 -0.183 0.133
-0.107 0.005 0.205
-0.077 -0.117 0.066
0.391 -0.030 -1.049
-0.140 0.258 0.414
-0.206 -0.265 -0.099
0.106 -0.153 -0.173
0.136 0.147 0.045
-0.178 0.186 0.182
0.379 -0.108 0.061
-0.003 -0.021 0.313
-0.159 0.063 0.137
-0.096 -0.255 0.185
0.063 0.089 0.094
-0.050 0.022 -0.170
0.166 0.150 0.059
-0.320 -0.087 -0.246
-0.044 0.082 0.137
0.391 0.118 -0.092
0.022 0.467 -0.065
0.198 -0.078 -0.052
-0.607 0.154 0.277
0.211 -0.131 -0.055
0.365 -0.197 -0.007
-0.301 -0.122 -0.134
0.029 -0.174 0.025
-0.053 -0.066 -0.003
-0.167 -0.051 0.062
-0.143 0.038 0.059
-0.046 -0.273 0.004
0.030 0.030 0.036
0.077 0.262 -0.013
0.030 -0.095 0.089
-0.167 -0.670 -0.228
-0.175 1.127 0.187
-0.188 -0.267 -0.405
-0.031 0.114 0.174
0.113 -0.179 0.085
-0.094 -0.059 -0.258
0.651 0.163 0.102
0.295 -0.025 -0.011
-0.136 0.082 0.156
0.040 0.362 0.098
0.154 -0.084 -0.079
-0.041 -0.389 0.167
-0.191 -0.104 -0.043
-0.053 -0.044 -0.013
-0.150 0.030 0.070
0.429 -0.297 0.291
0.261 0.377 0.205
0.073 -0.291 0.024
-0.206 0.005 -0.292
0.275 0.110 0.302
-0.033 -0.249 -0.029
-0.031 0.440 -0.578
-0.183 0.198 -0.129
-0.119 -0.085 -0.010
-0.252 -0.036 -0.103
-0.116 0.117 -0.123
-0.172 -0.092 -0.176
-0.142 -0.135 0.068
-0.021 -0.150 0.287
0.149 -0.005 0.160
0.049 0.172 -0.170
0.773 0.489 0.000
-0.075 0.049 0.357
-0.309 0.189 -0.731
0.095 -0.313 0.210
0.181 0.007 0.151
-0.834 -0.331 -0.153
0.062 -0.155 0.171
-0.017 -0.098 -0.069
-0.138 -0.014 0.108
-0.233 -0.039 0.052
-0.321 -0.264 -0.162
0.354 0.065 0.091
0.070 0.224 0.147
0.297 0.011 -0.019
0.074 -0.740 0.468
-0.023 0.437 -0.321
-0.319 -0.843 0.219
-0.289 0.040 -0.152
-0.223 -0.093 0.386
0.443 0.744 -0.149
-0.381 -0.489 -0.415
0.103 -0.131 0.284
-0.272 -0.087 0.094
0.056 0.287 -0.269
0.065 0.171 -0.044
-0.010 0.219 -0.051
0.158 0.168 -0.003
0.043 0.142 -0.032
0.227 0.170 -0.037
-0.098 -0.037 0.023
0.040 0.053 -0.098
-0.171 0.018 -0.041
-0.182 -0.185 0.070
0.232 0.020 -0.087
0.198 0.170 0.328
-0.068 0.137 0.035
0.263 -0.001 -0.156
-0.034 0.004 -0.055
0.454 0.057 0.495
-0.189 0.140 -0.085
-0.158 -0.341 0.287
0.126 -0.616 -0.239
-0.357 0.785 -0.692
0.243 -0.131 -0.133
0.042 0.589 0.159
0.024 -0.091 -0.447
0.185 0.136 0.598
0.004 0.070 -0.177
-0.208 -0.163 -0.077
-0.174 0.079 -0.135
0.031 0.037 -0.049
0.116 -0.036 -0.065
-0.067 0.036 0.096
0.048 0.370 0.062
0.286 -0.178 0.451
-0.008 -0.004 0.030
0.009 -0.010 0.058
-0.169 -0.155 -0.036
0.066 -0.275 0.011
-0.085 -0.076 -0.068
-0.119 -0.144 -0.080
0.035 0.058 -0.057
0.149 -0.310 0.372
-0.075 0.184 -0.162
0.124 0.252 -0.095
-0.021 -0.035 -0.020
-0.071 0.073 -0.247
0.044 -0.224 -0.042
-0.142 0.196 0.162
-0.032 -0.078 -0.002
0.172 0.001 -0.054
-0.024 -0.151 -0.053
0.008 0.019 -0.126
0.041 0.081 0.049
-0.585 0.349 -0.119
0.245 -0.185 -0.060
0.059 -0.005 0.065
0.243 -0.018 0.028
0.121 -0.192 0.037
-0.020 0.091 -0.120
-0.193 -0.564 0.217
0.151 0.106 0.002
-0.017 0.166 -0.087
0.022 0.148 0.005
0.141 0.076 -0.044
-0.180 -0.078 0.113
0.357 0.512 -0.356
0.105 -0.033 -0.123
-0.201 -0.109 -0.123
0.137 -0.316 0.226
-0.341 -0.001 0.162
-0.111 -0.113 0.269
1.134 0.011 0.927
-0.443 -0.019 -0.482
0.036 0.141 -0.118
-0.195 -0.032 -0.302
-0.475 0.017 -0.148
-0.050 -0.064 0.074

Results of the Löwdin charge analysis, in e, for atoms 1 through 8: C -0.02; C -0.19; O 0.02; C -0.62; O 0.12; O 0.02; C -0.04; H 0.08

A molecular structure, C5H12N2S in a non-equilibrium geometry. Source: OMol25; level of theory: ωB97M-V/def2-TZVPD.

Values from the calculation:
- net charge = 0
- spin multiplicity = 1
- M (g mol⁻¹) = 132.23
- HOMO-LUMO gap (eV) = 9.33

Cartesian coordinates (Å):
C  1.0862  -1.5048  1.0626
C  -0.0862  -1.1725  0.0608
C  0.0654  -0.5878  -1.3456
C  -0.9902  0.0063  0.3095
C  -0.3176  1.2605  0.9197
H  1.8322  -0.6960  1.2490
H  0.6309  -1.7349  2.0245
H  1.6078  -2.4123  0.6329
H  -1.7433  -2.2356  -0.6331
H  -1.1012  -2.8798  0.7009
H  0.8235  0.1203  -1.3749
H  0.0945  -1.1664  -2.2998
H  -1.4529  1.0619  -1.4194
H  -1.8457  -0.2566  1.0178
H  -0.0227  1.0961  1.9707
H  -1.0996  2.0703  0.8485
H  2.1037  1.4768  0.4400
N  -0.8599  -2.3669  -0.1357
N  -1.2473  0.1434  -1.0753
S  1.0236  2.0694  -0.0451

Cartesian forces, eV/Å:
-0.002 -0.069 -1.624
0.743 -1.024 0.204
-1.389 0.290 -1.325
-0.259 1.089 2.962
-0.726 0.618 -0.105
-0.663 -0.501 -0.444
0.024 -0.244 0.057
-0.463 0.981 0.743
0.580 0.387 0.014
0.224 0.171 0.329
1.587 1.031 -0.234
-0.213 -0.167 1.094
0.397 0.397 -0.331
0.590 0.401 -0.896
-0.146 0.261 -0.457
0.688 -0.732 0.518
0.206 -0.377 0.220
-0.734 -1.695 0.069
-0.032 -1.425 -1.070
-0.412 0.609 0.275

Results of the Löwdin charge analysis, in e, for atoms 1 through 8: C -0.01; C -0.53; C -0.12; C -0.42; C -0.46; H 0.06; H 0.07; H 0.10